(1)
C40H47N7O2ReS | ωB97M-V/def2-TZVPD

Values from the calculation:
LUMO energy (spin up / spin down)	-12.2 / -12.8	eV
maximum force	0.351	eV/Å
<S²>	3.77
frontier orbital gap (spin up / spin down)	0.237 / 0.221	Ha

Structure (ORCA input):
```
! RIJCOSX wB97M-V def2-TZVPD def2/J DEFGRID3
* xyz 4 4
Re -1.87 0.17 -0.65
C -5.77 0.96 1.33
C -4.61 0.53 0.52
N -3.39 0.96 0.67
N -3.09 1.76 1.78
C -2.45 2.92 1.69
N -2.10 3.59 2.76
S -2.18 3.59 0.07
C -4.79 -0.45 -0.56
C -6.02 -0.94 -0.94
C -6.10 -1.86 -1.98
C -4.93 -2.27 -2.60
C -3.72 -1.73 -2.18
N -3.64 -0.85 -1.18
H -5.51 1.53 2.22
H -6.41 1.61 0.71
H -6.38 0.11 1.63
H -3.37 1.38 2.69
H -2.29 3.28 3.71
H -1.72 4.52 2.65
H -6.92 -0.61 -0.44
H -7.06 -2.25 -2.29
H -4.94 -2.98 -3.42
H -2.79 -2.02 -2.65
C -0.08 -3.45 5.37
C 0.57 -2.12 4.93
C 0.24 -1.02 5.96
C 2.08 -2.30 4.84
C -0.03 -1.68 3.61
C -1.42 -1.64 3.42
C -1.95 -1.20 2.23
N -1.19 -0.82 1.19
C 0.16 -0.92 1.32
C 0.75 -1.31 2.51
C 0.89 -0.72 0.01
C 2.22 -1.50 -0.25
C 3.13 -1.00 -1.42
C 1.66 -0.67 -3.07
C 0.20 -0.43 -2.90
N -0.51 -0.92 -1.94
C 4.66 -1.05 -1.26
C 5.28 -1.41 -2.62
C 5.19 0.31 -0.81
C 5.09 -2.10 -0.23
H 0.43 -3.81 6.26
H 0.01 -4.21 4.60
H -1.13 -3.33 5.63
H 0.62 -1.33 6.93
H -0.83 -0.87 6.06
H 0.71 -0.08 5.70
H 2.46 -2.63 5.81
H 2.60 -1.37 4.61
H 2.36 -3.06 4.11
H -2.09 -1.96 4.20
H -3.02 -1.19 2.08
H 1.83 -1.37 2.56
H 2.73 -1.87 0.63
H 1.94 -0.51 -4.11
H -0.28 0.29 -3.55
H 4.95 -0.73 -3.41
H 5.05 -2.43 -2.92
H 6.37 -1.33 -2.56
H 5.17 1.05 -1.61
H 6.24 0.22 -0.52
H 4.65 0.70 0.06
H 4.70 -3.09 -0.47
H 4.80 -1.83 0.78
H 6.18 -2.18 -0.23
C 2.94 3.10 -2.33
O 2.02 2.55 -1.36
C 1.83 1.24 -1.26
C 2.56 0.26 -2.11
C 2.31 -1.90 -2.41
C 1.50 -2.45 -1.25
C 0.18 -1.74 -0.98
C 0.89 0.75 -0.41
N -0.30 1.53 0.02
C -0.50 2.92 -0.47
C -0.67 3.13 -1.95
C -0.10 4.27 -2.54
C -0.37 4.59 -3.85
C -1.22 3.79 -4.61
C -1.82 2.67 -4.04
C -1.55 2.36 -2.71
O -2.18 1.27 -2.18
H 2.89 4.17 -2.18
H 2.62 2.86 -3.35
H 3.95 2.75 -2.13
H 3.31 0.74 -2.73
H 2.77 -2.61 -3.09
H 1.48 -3.53 -1.12
H -0.54 -2.39 -0.49
H -0.28 1.58 1.05
H 0.27 3.57 -0.07
H 0.54 4.90 -1.95
H 0.07 5.47 -4.29
H -1.44 4.04 -5.64
H -2.50 2.06 -4.61
*
```

---

(2)
C5H12N2O | ωB97M-V/def2-TZVPD

Values from the calculation:
LUMO energy	0.9	eV
maximum force	2.319	eV/Å
frontier orbital gap	0.373	Ha
SMILES string	C[C@@H](N)CNCC=O

Structure (ORCA input):
```
! RIJCOSX wB97M-V def2-TZVPD def2/J DEFGRID3
* xyz 0 1
C -2.03 0.86 0.20
C -0.98 0.15 1.05
N -1.54 -0.77 2.08
C -0.10 -0.76 0.21
N 0.55 0.01 -0.86
C 1.87 -0.46 -1.24
C 2.73 0.78 -1.37
O 3.58 0.82 -2.24
H -2.69 1.53 0.78
H -2.62 0.08 -0.32
H -1.49 1.43 -0.58
H -0.30 0.87 1.47
H -0.99 -0.80 2.95
H -2.46 -0.48 2.41
H -0.66 -1.58 -0.26
H 0.59 -1.22 0.96
H -0.08 0.02 -1.65
H 2.20 -1.25 -0.53
H 1.91 -0.97 -2.20
H 2.52 1.72 -0.85
*
```

---

(3)
C3H11NO2 | ωB97M-V/def2-TZVPD

Values from the calculation:
LUMO energy	0.9	eV
maximum force	0.923	eV/Å
frontier orbital gap	0.351	Ha
SMILES string	CNCCO.O

Structure (ORCA input):
```
! RIJCOSX wB97M-V def2-TZVPD def2/J DEFGRID3
* xyz 0 1
C -0.35 -0.77 2.23
N 0.23 -0.12 1.07
C -0.62 0.81 0.36
C 0.15 1.27 -0.86
O -0.65 2.17 -1.63
H -1.39 -0.51 2.37
H -0.39 -1.86 2.12
H 0.20 -0.53 3.15
H 1.11 0.33 1.32
H -0.84 1.68 0.98
H -1.51 0.28 0.05
H 0.41 0.40 -1.46
H 1.07 1.77 -0.58
H -0.08 2.84 -2.01
O 0.98 -2.23 -2.49
H 0.48 -2.91 -2.97
H 1.21 -2.59 -1.63
*
```

---

(4)
C17H22N2O3S | ωB97M-V/def2-TZVPD

Values from the calculation:
LUMO energy	0.4	eV
maximum force	0.803	eV/Å
frontier orbital gap	0.348	Ha
SMILES string	CC(C)NS(=O)(=O)c1ccc(NC(=O)[C@H]2C[C@@H]3C=C[C@H]2C3)cc1

Structure (ORCA input):
```
! RIJCOSX wB97M-V def2-TZVPD def2/J DEFGRID3
* xyz 0 1
C 4.28 2.52 2.36
C 3.44 3.23 1.30
C 3.42 4.74 1.54
N 4.00 2.98 -0.02
S 3.00 3.09 -1.34
O 2.40 4.39 -1.36
O 3.79 2.66 -2.46
C 1.72 1.88 -1.03
C 1.98 0.55 -1.33
C 1.02 -0.40 -1.06
C -0.20 -0.04 -0.48
N -1.12 -1.05 -0.24
C -2.34 -0.97 0.38
O -2.79 0.05 0.85
C -3.13 -2.27 0.44
C -4.23 -2.28 -0.65
C -4.04 -3.65 -1.33
C -4.35 -4.68 -0.27
C -3.36 -4.66 0.61
C -2.38 -3.60 0.16
C -2.51 -3.74 -1.36
C -0.44 1.31 -0.19
C 0.52 2.26 -0.47
H 5.31 2.86 2.32
H 4.26 1.44 2.20
H 3.88 2.73 3.35
H 2.41 2.85 1.34
H 2.92 4.97 2.47
H 2.89 5.22 0.72
H 4.43 5.13 1.57
H 4.58 2.16 -0.09
H 2.92 0.29 -1.79
H 1.21 -1.44 -1.30
H -0.83 -1.96 -0.55
H -3.58 -2.29 1.43
H -5.23 -2.16 -0.23
H -4.07 -1.47 -1.37
H -4.57 -3.76 -2.27
H -5.25 -5.27 -0.25
H -3.27 -5.21 1.53
H -1.39 -3.68 0.61
H -2.06 -2.94 -1.94
H -2.16 -4.70 -1.72
H -1.38 1.59 0.25
H 0.35 3.30 -0.27
*
```

---

(5)
C37H56ClGaNO2P2 | ωB97M-V/def2-TZVPD

Values from the calculation:
LUMO energy	2.1	eV
maximum force	1.163	eV/Å
frontier orbital gap	0.208	Ha

Structure (ORCA input):
```
! RIJCOSX wB97M-V def2-TZVPD def2/J DEFGRID3
* xyz -1 1
C 7.87 2.75 1.21
C 6.63 3.61 0.90
C 6.36 3.75 -0.60
C 4.87 3.99 -0.94
C 4.27 3.00 -1.95
C 2.75 3.19 -2.01
C 1.90 2.10 -2.69
C 2.33 0.63 -2.54
Ga 2.05 -0.21 -0.71
C 0.11 -0.09 -0.13
C -0.15 0.62 1.22
C -0.89 1.96 1.03
C 0.12 3.11 0.90
N 0.33 3.82 2.19
P 2.51 -2.53 -1.00
C 4.15 -2.69 -1.86
O 2.73 -3.21 0.55
P 3.58 0.60 0.93
O 5.05 -0.01 0.38
Cl 3.30 -0.61 2.65
H 7.60 1.78 1.59
H 8.52 3.24 1.93
H 8.43 2.61 0.29
H 5.77 3.19 1.40
H 6.79 4.61 1.32
H 6.95 4.58 -0.97
H 6.66 2.81 -1.05
H 4.31 3.83 -0.02
H 4.66 5.02 -1.23
H 4.57 2.01 -1.63
H 4.69 3.25 -2.92
H 2.60 4.09 -2.60
H 2.40 3.43 -1.00
H 0.89 2.20 -2.32
H 1.84 2.33 -3.75
H 3.34 0.52 -2.95
H 1.68 0.06 -3.20
H -0.26 -1.11 -0.04
H -0.45 0.35 -0.94
H 0.78 0.82 1.73
H -0.77 0.01 1.87
H -1.43 1.93 0.09
H -1.57 2.16 1.85
H 1.07 2.64 0.64
H -0.18 3.81 0.12
H 1.34 3.90 2.33
H 0.03 4.79 2.07
H 4.28 -3.67 -2.31
H 4.17 -1.94 -2.64
H 5.00 -2.54 -1.19
H 3.65 -3.04 0.80
H 4.90 -0.37 -0.51
C -3.20 -2.87 -0.15
C -2.29 -3.72 0.45
C -2.74 -4.71 1.33
C -4.09 -4.84 1.59
C -5.01 -3.98 0.99
C -4.56 -3.00 0.12
H -2.86 -2.10 -0.83
H -1.24 -3.62 0.24
H -2.02 -5.37 1.80
H -4.44 -5.61 2.28
H -6.06 -4.09 1.20
H -5.27 -2.33 -0.35
C -8.48 -3.68 -0.76
C -7.69 -3.38 -1.85
C -8.09 -2.40 -2.75
C -9.28 -1.72 -2.55
C -10.08 -2.02 -1.45
C -9.68 -3.00 -0.56
H -8.17 -4.44 -0.06
H -6.75 -3.90 -2.01
H -7.47 -2.16 -3.61
H -9.59 -0.95 -3.25
H -11.01 -1.49 -1.29
H -10.30 -3.24 0.30
C 3.60 10.46 -0.88
C 2.98 9.23 -1.03
C 3.62 8.08 -0.59
C 4.86 8.16 0.02
C 5.48 9.39 0.17
C 4.84 10.55 -0.28
H 3.10 11.36 -1.23
H 2.00 9.16 -1.50
H 3.14 7.11 -0.71
H 5.35 7.26 0.37
H 6.45 9.46 0.64
H 5.33 11.51 -0.16
C -4.81 -8.64 1.67
C -6.10 -9.14 1.67
C -6.50 -10.02 2.67
C -5.62 -10.39 3.67
C -4.32 -9.89 3.67
C -3.92 -9.01 2.67
H -4.49 -7.96 0.89
H -6.80 -8.85 0.90
H -7.51 -10.41 2.67
H -5.93 -11.07 4.45
H -3.63 -10.17 4.45
H -2.91 -8.62 2.66
*
```

---

(6)
C22H15Cl2I2IrN4O3 | ωB97M-V/def2-TZVPD

Values from the calculation:
LUMO energy (spin up / spin down)	-6.4 / -9.1	eV
maximum force	4.250	eV/Å
<S²>	6.08
frontier orbital gap (spin up / spin down)	0.160 / 0.192	Ha

Structure (ORCA input):
```
! RIJCOSX wB97M-V def2-TZVPD def2/J DEFGRID3
* xyz 2 5
Ir -0.32 -0.12 0.40
I 4.77 5.19 1.88
C 3.26 3.79 1.91
C 2.09 4.20 2.54
C 0.96 3.35 2.61
I -0.40 3.81 4.09
C 1.00 2.02 2.00
O -0.05 1.25 1.98
C 2.31 1.63 1.53
C 2.46 0.30 0.92
N 1.42 -0.59 1.40
C 1.66 -2.02 1.14
C 0.24 -2.65 1.41
C 0.04 -3.92 1.84
C -1.24 -4.40 2.08
C -2.31 -3.47 2.00
C -2.07 -2.19 1.46
N -0.82 -1.74 1.35
C 3.40 2.51 1.50
H 2.11 5.16 3.00
H 3.46 -0.15 1.04
H 2.84 1.18 -0.90
H 1.51 -0.53 2.41
H 2.44 -2.43 1.75
H 1.97 -2.16 0.08
H 0.90 -4.61 1.79
H -1.40 -5.42 2.29
H -3.29 -3.65 2.29
H -2.83 -1.48 1.09
H 4.35 2.07 1.33
Cl 1.35 -2.21 -3.72
C -0.14 -1.39 -3.57
C -0.89 -1.00 -4.71
C -1.91 -0.05 -4.58
Cl -2.73 0.43 -5.98
C -2.29 0.39 -3.30
C -3.25 1.36 -3.05
C -3.46 1.94 -1.78
C -2.59 1.58 -0.77
N -1.76 0.47 -0.94
C -1.63 -0.13 -2.14
C -0.61 -1.07 -2.27
O -0.17 -1.54 -1.14
H -0.79 -1.44 -5.71
H -4.00 1.57 -3.75
H -4.32 2.58 -1.65
H -2.52 2.17 0.12
O 1.00 1.02 -0.68
N 2.26 0.40 -0.59
*
```

---

(7)
C32H59Cl22IN3O4 | ωB97M-V/def2-TZVPD

Values from the calculation:
LUMO energy	-4.4	eV
maximum force	11.547	eV/Å
frontier orbital gap	0.263	Ha

Structure (ORCA input):
```
! RIJCOSX wB97M-V def2-TZVPD def2/J DEFGRID3
* xyz 1 1
C 4.51 4.03 0.64
O 4.30 2.92 1.59
C 3.38 1.90 0.98
C 1.84 2.45 1.02
C 1.41 2.43 -0.60
N 0.03 2.28 -0.75
C -0.57 2.24 0.64
C -2.14 1.83 0.86
C -2.97 3.27 1.05
C -4.57 2.94 0.98
I -2.57 4.28 2.95
C 0.61 1.45 1.50
N 0.39 1.19 2.98
C 0.65 2.31 3.74
O 0.76 3.49 4.40
O 0.52 0.09 0.93
N 1.48 -0.73 1.41
O 2.15 -1.10 0.44
H 5.66 4.15 0.38
H 3.86 3.97 -0.34
H 4.20 5.02 1.23
H 3.54 0.91 1.60
H 3.70 1.65 -0.13
H 1.87 3.53 1.53
H 2.17 2.51 -1.49
H -0.51 2.20 -1.65
H -0.40 3.35 1.00
H -2.59 1.31 -0.10
H -2.32 1.08 1.77
H -2.60 3.96 0.16
H -5.09 3.87 0.47
H -4.95 2.87 2.10
H -4.73 1.93 0.41
Cl -3.61 -2.63 1.46
C -2.37 -3.48 0.50
C -1.43 -2.51 -0.20
Cl -2.24 -1.60 -1.50
H -2.88 -4.13 -0.21
H -1.81 -4.11 1.20
H -0.61 -3.07 -0.67
H -0.99 -1.79 0.50
Cl -7.66 0.90 -0.91
C -7.23 -0.32 -2.13
C -5.84 -0.90 -1.90
Cl -4.55 0.30 -2.20
H -7.31 0.14 -3.12
H -7.97 -1.12 -2.06
H -5.66 -1.73 -2.58
H -5.72 -1.27 -0.87
Cl 6.11 3.58 -3.57
C 4.79 4.55 -4.27
C 4.03 5.35 -3.22
Cl 3.09 4.30 -2.13
H 4.12 3.87 -4.82
H 5.24 5.23 -5.00
H 3.32 6.02 -3.71
H 4.71 5.95 -2.61
Cl 2.40 -5.19 3.45
C 1.36 -3.96 4.22
C 0.16 -3.60 3.36
Cl 0.62 -2.73 1.88
H 1.98 -3.08 4.43
H 1.03 -4.37 5.17
H -0.51 -2.95 3.92
H -0.41 -4.50 3.07
Cl -5.43 -3.05 -5.58
C -6.91 -2.79 -6.53
C -7.70 -1.58 -6.06
Cl -8.41 -1.83 -4.45
H -7.51 -3.71 -6.48
H -6.60 -2.65 -7.57
H -8.53 -1.39 -6.75
H -7.07 -0.68 -6.02
Cl 3.51 -0.36 3.82
C 4.19 -0.15 5.45
C 4.92 -1.39 5.93
Cl 3.81 -2.75 6.24
H 3.37 0.13 6.12
H 4.88 0.70 5.40
H 5.43 -1.18 6.87
H 5.67 -1.72 5.21
Cl -0.62 -6.43 -0.52
C -1.00 -7.10 -2.12
C -1.95 -6.21 -2.91
Cl -3.58 -6.18 -2.20
H -1.41 -8.10 -1.98
H -0.05 -7.19 -2.66
H -2.05 -6.59 -3.93
H -1.58 -5.18 -2.97
Cl -2.82 -5.34 4.17
C -4.58 -5.38 3.91
C -5.27 -6.39 4.81
Cl -4.86 -8.07 4.39
H -4.77 -5.60 2.85
H -4.96 -4.38 4.12
H -6.36 -6.30 4.72
H -5.01 -6.23 5.87
Cl 7.95 7.05 -6.53
C 6.63 8.01 -7.24
C 5.88 8.81 -6.18
Cl 4.94 7.76 -5.09
H 5.97 7.33 -7.78
H 7.09 8.69 -7.96
H 5.16 9.48 -6.67
H 6.55 9.41 -5.57
Cl -3.47 -12.34 4.90
C -2.41 -10.92 4.70
C -1.13 -11.05 5.51
Cl -1.43 -10.97 7.27
H -2.98 -10.03 4.99
H -2.17 -10.85 3.64
H -0.45 -10.23 5.27
H -0.61 -11.99 5.30
Cl 5.61 11.26 -3.93
C 6.29 11.47 -2.29
C 7.02 10.22 -1.81
Cl 5.91 8.87 -1.50
H 5.47 11.74 -1.62
H 6.98 12.31 -2.35
H 7.53 10.43 -0.87
H 7.77 9.89 -2.54
*
```

---

(8)
C4H9NO7P2 | ωB97M-V/def2-TZVPD

Values from the calculation:
LUMO energy	3.2	eV
maximum force	4.056	eV/Å
frontier orbital gap	0.139	Ha

Structure (ORCA input):
```
! RIJCOSX wB97M-V def2-TZVPD def2/J DEFGRID3
* xyz -2 1
C 3.50 -1.44 2.87
C 0.10 1.15 2.49
C -0.55 -0.09 2.96
C 0.97 -0.01 2.83
N -1.53 2.60 -2.75
O 1.22 0.97 5.31
O -1.43 0.79 -0.37
O -1.79 3.16 0.54
O 2.89 -2.26 3.45
O 0.47 2.50 -0.50
O 2.65 -8.24 -5.65
O 4.19 -0.71 2.34
P 2.02 0.27 4.28
P -0.91 2.15 -0.08
H 0.14 2.13 3.02
H -0.11 1.33 1.44
H -0.76 -0.09 4.00
H -1.29 -0.53 2.30
H 1.42 -0.40 2.01
H -1.24 2.63 -1.79
H -0.80 2.30 -3.42
H -2.25 1.95 -2.98
H 2.75 -7.50 -5.08
*
```